(1)
ORCA calculation (the ωB97M-V functional and the def2-TZVPD basis) on a molecular structure, C5H14N3.

XYZ file:
```
22
Properties=species:S:1:pos:R:3:forces:R:3
C -1.41128 -0.71765 -0.27834 -0.894 2.823 1.158
C -2.83289 -1.06653 -0.31655 -2.872 -0.131 -1.755
C -2.43635 1.70287 0.15769 1.444 1.199 1.975
C -1.25324 0.72045 0.34152 3.169 -0.130 -1.562
C 1.14713 -0.57979 -0.80341 -4.833 -4.325 4.278
N -0.50168 -1.47077 -0.65182 4.819 0.841 -1.491
N 1.96640 -0.78472 0.12405 -1.105 -0.827 2.736
N 4.44083 -0.12836 0.35277 -3.360 0.344 -4.332
H -3.22470 -2.05323 -0.63863 1.097 0.177 0.498
H -3.34795 -0.40642 -1.14198 1.091 -0.891 1.638
H -3.28970 -0.78872 0.63647 -0.141 -0.052 -0.170
H -3.01031 1.73246 1.09248 -0.524 -0.557 -0.471
H -3.05651 1.49354 -0.72809 0.501 0.598 0.509
H -1.98271 2.75117 0.26597 -0.714 -1.309 -1.082
H -0.80789 0.53611 1.37700 -1.251 0.504 -0.946
H -0.27486 1.16621 -0.19897 -2.077 -0.807 0.872
H 1.31772 -0.33762 -1.76081 0.803 1.576 -3.318
H 3.19313 -0.34162 0.37233 0.284 -0.590 -0.450
H 1.52246 -1.30308 1.00810 0.985 1.488 -2.412
H 4.41067 0.84155 0.12239 0.631 0.901 0.029
H 4.82138 -0.30691 1.20286 2.121 -1.093 2.583
H 4.61034 -0.65895 -0.53506 0.828 0.259 1.715
```
Positions in Å, forces in eV/Å.

Values from the calculation:
Energy   -9872.2594 eV
HOMO-LUMO gap   9.52 eV
Total charge   +1

=====

(2)
ORCA calculation (the ωB97M-V functional and the def2-TZVPD basis) on a gas-phase ion, C5H14N3 (charge +1).

XYZ file:
```
22
Properties=species:S:1:pos:R:3:forces:R:3
C 0.48294 0.68725 -0.54192 0.455 -1.726 -0.586
C -2.53626 -0.43990 1.44180 3.141 1.643 -0.344
C 1.73849 -1.26255 0.19655 4.873 1.391 -1.376
C 1.24390 2.76304 -1.57196 0.018 -1.508 -1.876
C -1.95306 -1.52690 0.54068 -0.603 0.921 -0.285
N 0.54435 -0.53249 -0.02295 -1.854 -0.858 0.788
N 1.50675 1.39497 -1.03994 -0.125 -0.861 0.439
N -0.56300 -1.75364 0.54441 2.731 2.066 -1.477
H -0.45575 1.10626 -0.82180 -0.996 0.182 0.730
H -2.97043 0.39994 0.82918 0.428 -0.796 1.004
H -3.17488 -0.81259 2.16274 -1.937 -0.753 1.033
H -1.65654 -0.08116 2.14483 -1.554 -0.142 -1.615
H 2.47438 -0.71855 0.87583 -1.233 -0.478 -0.173
H 1.64995 -2.30147 0.55878 -0.306 0.718 -0.608
H 2.42919 -1.19509 -0.77039 -1.611 -0.860 1.496
H 0.78486 2.67804 -2.63272 0.809 0.404 1.794
H 0.57959 3.18246 -0.86551 -0.873 0.770 0.368
H 2.15187 3.35972 -1.56703 0.043 -0.217 -0.152
H -2.36239 -1.51562 -0.47493 0.452 0.392 -0.092
H -2.18615 -2.54033 0.77715 -0.838 -1.038 0.951
H 2.36153 0.87324 -1.22453 -0.017 0.642 0.152
H -0.08932 -1.76463 1.46174 -1.001 0.108 -0.169
```
Positions in Å, forces in eV/Å.

Values from the calculation:
Energy   -9872.6366 eV
HOMO-LUMO gap   10.53 eV
SMILES   CCNN(C)/C=[NH+]/C
Total charge   +1

=====

(3)
ORCA calculation (the ωB97M-V functional and the def2-TZVPD basis) on a molecular structure, C5H14N4.

XYZ file:
```
23
Properties=species:S:1:pos:R:3:forces:R:3
C 2.67903 -0.11455 -0.11110 -0.123 0.202 0.243
C 0.64063 -1.40001 -0.27799 1.971 0.045 -0.644
N 1.51846 -0.53001 -0.84092 -1.662 -1.129 0.431
H 2.65366 -0.34412 0.96739 -0.060 0.155 -0.046
H 3.57326 -0.61801 -0.50144 -0.200 -0.164 -0.145
H 2.87120 0.94810 -0.28663 -0.106 0.039 0.268
H 0.33377 -2.20090 -0.95156 -0.492 0.209 0.070
H 0.87728 -1.74038 0.74142 -0.107 -0.112 -0.033
C -1.80495 -0.35960 -1.32133 0.175 -0.167 -0.114
N -0.19245 0.89044 0.20291 2.703 -1.590 -0.048
C -1.05411 -0.49438 -0.00861 -0.964 2.226 0.468
N 0.32871 1.18958 1.46716 -0.843 0.116 -0.334
N -0.46826 2.03020 -0.53303 -1.538 0.506 -0.071
C -1.80842 -0.83586 1.08787 0.567 0.370 -0.318
H -0.42530 1.46389 2.09343 -0.038 0.070 0.203
H 0.73365 0.34246 1.85412 0.113 0.039 -0.200
H 0.11055 2.79634 -0.20585 -0.057 -0.297 0.162
H -0.27323 1.84354 -1.51114 0.266 -0.039 0.166
H -1.11613 -0.25355 -2.15979 0.015 -0.120 -0.037
H -2.47123 0.50228 -1.32689 0.120 0.110 0.157
H -2.43897 -1.23062 -1.48682 0.201 -0.132 -0.003
H -1.39109 -0.89919 2.08420 0.085 0.303 0.073
H -2.87606 -0.98563 1.02458 -0.025 -0.640 -0.248
```
Positions in Å, forces in eV/Å.

Values from the calculation:
Energy   -11365.1805 eV
HOMO-LUMO gap (spin up / spin down)   6.72 / 6.17 eV

=====

(4)
ORCA calculation (the ωB97M-V functional and the def2-TZVPD basis) on C5H14N4 in the gas phase.

XYZ file:
```
23
Properties=species:S:1:pos:R:3:forces:R:3
C 0.15907 -1.29649 2.15088 -0.106 0.192 -0.510
C -1.81632 -1.62749 0.71800 0.355 0.262 -0.130
C 1.23072 2.27089 -1.96619 0.205 0.378 -0.252
N 0.77201 0.29910 -0.70912 -0.101 0.785 -0.872
N -0.55353 -0.93517 0.93364 0.548 0.604 -1.044
N 0.45045 1.04017 -1.92878 0.381 -0.204 0.466
C -0.26764 0.31530 0.22594 -1.509 -0.700 2.478
N 1.30922 -0.94161 -1.04842 -0.105 -0.764 0.214
C -0.93883 1.40507 0.62710 0.478 0.029 -0.600
H 0.79463 0.43001 -2.67018 -0.110 0.085 0.239
H 1.86390 -1.25510 -0.25308 0.054 0.076 -0.312
H 0.52711 -1.60003 -1.09484 0.265 -0.170 -0.064
H -0.49075 -1.20261 3.02850 0.017 0.012 0.100
H 0.50220 -2.33573 2.08794 -0.007 -0.021 0.124
H -2.38045 -1.19425 -0.11569 0.267 0.047 0.198
H -1.62361 -2.67866 0.47125 -0.140 -0.066 0.118
H 1.03830 -0.66231 2.30706 -0.224 -0.026 -0.145
H -2.44823 -1.58597 1.61261 -0.074 -0.043 0.022
H 1.29892 2.62524 -3.00087 -0.150 -0.097 0.104
H 2.25447 2.14267 -1.59640 -0.086 -0.052 0.051
H 0.74025 3.05980 -1.38909 0.075 -0.142 0.008
H -0.75844 2.37402 0.18055 -0.083 -0.018 -0.060
H -1.66343 1.35315 1.42919 0.051 -0.164 -0.132
```
Positions in Å, forces in eV/Å.

Values from the calculation:
Energy   -11369.0850 eV
HOMO-LUMO gap   8.98 eV
SMILES   C=C(N(C)C)N(N)NC

=====

(5)
ORCA calculation (the ωB97M-V functional and the def2-TZVPD basis) on 2 unconnected molecules or ions with the total composition C5H14N4.

XYZ file:
```
23
Properties=species:S:1:pos:R:3:forces:R:3
C -0.54128 -0.41341 1.41329 1.207 0.120 -0.787
C -2.29158 -0.10075 -0.20069 0.308 0.176 -0.657
C -0.58949 2.16726 -0.51432 -1.722 -0.563 -0.116
N -1.35964 0.53572 0.69585 -0.761 1.300 0.608
C 1.58332 -0.29400 0.08194 -1.420 -1.747 0.308
C 0.48559 -1.00873 0.47377 1.246 1.099 -0.013
N 2.47695 -0.82946 -0.86570 0.059 0.179 -0.110
N 1.77365 0.98925 0.52630 -0.695 1.887 0.278
N 0.22403 -2.23899 -0.13556 0.071 -1.042 -0.265
H 0.88446 1.57124 0.45369 1.615 -1.112 0.294
H 3.35519 -0.33255 -0.92038 -0.029 -0.079 0.066
H 2.62981 -1.82273 -0.74240 -0.040 0.051 0.056
H 2.53337 1.48899 0.08256 -0.047 -0.134 0.014
H 0.28399 -2.26282 -1.14765 -0.148 0.079 0.124
H -0.59016 -2.72233 0.20950 0.062 0.061 -0.115
H -0.04858 0.10135 2.23962 0.024 -0.017 -0.025
H -1.15202 -1.22205 1.84743 -0.146 0.274 -0.175
H -1.82716 -0.73919 -0.97206 -0.056 0.054 0.111
H -2.98565 -0.73305 0.37404 0.216 0.154 0.069
H -0.59811 1.59396 -1.43708 -0.120 0.119 0.084
H 0.15604 2.96125 -0.52448 0.650 -0.515 0.539
H -1.51346 2.65459 -0.22772 -0.247 -0.354 -0.293
H -2.88928 0.65645 -0.70997 -0.029 0.010 0.004
```
Positions in Å, forces in eV/Å.

Values from the calculation:
Energy   -11368.0194 eV
HOMO-LUMO gap (spin up / spin down)   6.43 / 6.33 eV

=====

(6)
ORCA calculation (the ωB97M-V functional and the def2-TZVPD basis) on a gas-phase ion, C5H14N4 (charge +2).

XYZ file:
```
23
Properties=species:S:1:pos:R:3:forces:R:3
C 0.10266 0.68191 -1.02051 4.431 -2.629 -0.982
C -2.65327 2.63562 0.29611 -3.032 -2.799 0.266
C 1.74394 -0.12945 1.79580 0.634 -0.865 1.698
C 0.92005 -1.53898 -1.59124 1.240 -2.790 -3.103
C -0.49476 -1.45506 0.31398 -3.252 1.147 1.237
N -1.01725 1.12125 -0.86422 1.845 -0.346 0.253
N -2.09315 1.44872 -0.81680 -5.354 3.003 1.763
N 1.70947 -0.66659 0.43553 2.686 -0.016 -1.557
N 0.55691 -0.76196 -0.39170 0.943 3.018 -1.235
H 0.87210 1.03110 -1.78637 -1.306 -0.037 1.266
H -2.31612 2.36524 1.33157 0.012 0.089 -1.213
H -2.27791 3.52725 -0.10677 0.695 1.192 -0.599
H -3.86113 2.57685 0.21851 3.185 -0.037 -0.046
H 1.24302 0.80082 1.90467 -0.791 1.009 -0.102
H 1.26976 -0.86789 2.55655 1.142 1.163 -1.280
H 2.84015 0.16709 2.09397 -1.990 -1.190 -0.789
H 1.31831 -2.53842 -1.28150 -0.063 0.994 0.369
H 0.03350 -1.90767 -2.19382 0.606 1.287 0.762
H 1.73976 -1.15475 -2.35073 -1.722 0.049 1.968
H 0.04917 -2.23200 0.75117 0.196 -1.711 0.745
H -0.90303 -0.80914 1.15326 0.628 -0.658 -0.937
H -1.39072 -1.78383 -0.30354 1.531 0.407 0.393
H 2.60856 -0.51012 -0.14392 -2.263 -0.278 1.123
```
Positions in Å, forces in eV/Å.

Values from the calculation:
Energy   -11348.3166 eV
HOMO-LUMO gap (spin up / spin down)   8.15 / 8.15 eV
SMILES   CN=[N+]=C[N+](C)(C)NC
Total charge   +2